Entry 1:
ORCA calculation (ωB97M-V/def2-TZVPD) on a molecular structure, C20H34CeS4.

Calculated values
HOMO energy (spin up / spin down): -0.8237 / -0.8238 Ha
LUMO (spin up / spin down): -0.592 / -0.593 hartree
E: -77519.8094 eV
net charge: +4
frontier orbital gap (spin up / spin down): 6.301 / 6.280 eV

```
59
C20H34CeS4, DFT ωB97M-V/def2-TZVPD
Ce -0.420 0.516 -0.151
C 2.265 3.176 1.361
C 1.450 4.102 0.477
S 0.612 3.334 -0.965
C 2.063 2.721 -1.944
C 1.596 2.028 -3.211
S 0.679 0.448 -2.959
C 1.989 -0.848 -2.898
C 2.955 -0.796 -1.732
S 2.149 -1.051 -0.082
C 3.280 -0.068 1.006
C 2.609 0.463 2.255
S 1.304 1.751 2.062
H 2.630 3.759 2.211
H 3.121 2.752 0.837
H 2.101 4.887 0.082
H 0.646 4.584 1.039
H 2.663 2.067 -1.307
H 2.656 3.595 -2.220
H 2.438 1.813 -3.872
H 0.895 2.672 -3.751
H 2.552 -0.770 -3.831
H 1.437 -1.789 -2.912
H 3.498 0.147 -1.698
H 3.680 -1.605 -1.856
H 3.729 0.715 0.396
H 4.078 -0.746 1.323
H 3.370 0.880 2.918
H 2.099 -0.342 2.786
C -2.616 0.494 2.840
C -2.272 -0.323 1.622
C -1.283 -1.341 1.709
C -0.608 -1.615 3.027
C -1.076 -2.218 0.610
C -0.386 -3.538 0.817
C -1.659 -1.902 -0.645
C -1.354 -2.738 -1.860
C -2.669 -0.903 -0.728
C -3.430 -0.724 -2.014
C -3.074 -0.210 0.449
C -4.425 0.451 0.516
H -3.162 -0.128 3.550
H -3.242 1.346 2.597
H -1.725 0.861 3.352
H -1.254 -2.245 3.643
H -0.432 -0.703 3.596
H 0.334 -2.140 2.894
H 0.694 -3.488 0.669
H -0.784 -4.284 0.134
H -0.567 -3.903 1.826
H -2.124 -3.500 -1.989
H -0.397 -3.247 -1.771
H -1.354 -2.138 -2.769
H -4.051 -1.601 -2.201
H -2.760 -0.617 -2.868
H -4.085 0.143 -1.990
H -4.412 1.506 0.234
H -4.828 0.374 1.524
H -5.122 -0.067 -0.139
```



Entry 2:
ORCA calculation (ωB97M-V/def2-TZVPD) on a molecular structure, C20H34ClN8O5SZr.

Calculated values
HOMO energy: -0.6209 Ha
LUMO: -0.324 hartree
E: -68064.0664 eV
net charge: +3
frontier orbital gap: 8.076 eV

```
70
C20H34ClN8O5SZr, DFT ωB97M-V/def2-TZVPD
Zr -0.319 -0.131 -0.325
C -2.174 -0.795 4.147
N -1.472 -1.942 3.562
C -1.208 -3.113 4.411
C -1.067 -1.874 2.302
N -1.363 -0.897 1.470
N -0.276 -2.925 1.851
C -0.029 -3.232 0.540
N 0.312 -4.492 0.286
N -0.120 -2.306 -0.386
H -2.318 -0.980 5.206
H -3.159 -0.664 3.695
H -1.575 0.109 4.035
H -1.798 -3.019 5.316
H -0.155 -3.167 4.696
H -1.528 -4.033 3.920
H -1.994 -0.229 1.898
H -0.010 -3.615 2.537
H 0.210 -5.232 0.962
H 0.650 -4.756 -0.627
H -0.159 -2.685 -1.327
C 3.358 3.494 -1.400
C 1.862 3.291 -1.198
S 1.188 1.890 -2.045
O 1.779 0.642 -1.541
O -0.267 1.802 -1.778
C 1.511 2.201 -3.773
C 1.331 1.026 -4.741
N 0.215 0.185 -4.314
C 0.361 -0.827 -3.426
N -0.791 -1.089 -2.806
C -1.740 -0.290 -3.404
C -1.133 0.503 -4.311
N -1.731 1.585 -5.055
O -0.972 2.410 -5.531
O -2.933 1.600 -5.093
C 1.598 -1.642 -3.273
H 3.688 4.235 -0.674
H 3.590 3.885 -2.389
H 3.916 2.577 -1.221
H 1.251 4.145 -1.502
H 1.621 3.064 -0.155
H 2.540 2.566 -3.809
H 0.840 3.029 -4.019
H 2.222 0.409 -4.780
H 1.148 1.427 -5.733
H -2.787 -0.324 -3.166
H 1.519 -2.515 -3.925
H 1.716 -1.984 -2.247
H 2.508 -1.109 -3.532
C -3.624 -0.559 -0.668
O -2.526 0.403 -0.643
H -4.387 -0.216 -1.362
H -4.038 -0.671 0.331
H -3.204 -1.503 -1.008
H -2.869 1.307 -0.604
Cl -0.679 2.121 1.153
C 0.151 1.674 2.673
C -0.129 2.390 3.817
C 0.512 1.978 4.980
C 1.380 0.895 4.948
C 1.639 0.221 3.762
C 1.028 0.606 2.566
C 1.314 -0.016 1.236
H -0.815 3.226 3.814
H 0.331 2.509 5.904
H 1.879 0.584 5.856
H 2.352 -0.595 3.752
H 1.651 -1.051 1.377
H 2.175 0.491 0.785
```



Entry 3:
ORCA calculation (ωB97M-V/def2-TZVPD) on 4 unconnected molecules or ions with the total composition C20H34ClNO12S4.

Calculated values
HOMO energy: -0.3295 Ha
LUMO: 0.018 hartree
E: -103213.3674 eV
frontier orbital gap: 9.452 eV

```
72
C20H34ClNO12S4, DFT ωB97M-V/def2-TZVPD
C -1.568 -1.204 -1.277
C -0.092 -1.416 -1.485
O 0.293 -2.266 -2.242
N 0.893 -0.550 -0.848
C 0.885 0.792 -1.442
C 0.936 -0.592 0.564
S 0.349 -2.259 1.164
O 2.269 -0.468 1.160
C 1.985 -0.493 2.507
O 2.739 -0.817 3.350
O 0.695 -0.047 2.734
C 0.285 0.498 1.453
O -1.072 0.662 1.414
C 0.955 1.915 1.447
C 0.900 2.531 2.823
O -0.064 3.054 3.276
Cl 2.404 2.525 3.763
H -2.018 -0.701 -2.133
H -2.018 -2.193 -1.225
H -1.824 -0.681 -0.361
H 1.247 0.717 -2.469
H -0.120 1.226 -1.512
H 1.571 1.461 -0.934
H 1.206 -2.979 0.429
H -1.304 1.330 0.748
H 1.982 1.910 1.095
H 0.388 2.609 0.827
O 1.818 1.448 -4.337
S 3.044 0.687 -4.347
O 3.291 -0.377 -3.415
C 3.307 0.103 -6.018
C 4.079 1.230 -6.695
C 5.131 1.690 -5.676
C 4.421 1.845 -4.325
H 2.346 -0.109 -6.480
H 3.903 -0.807 -5.956
H 4.536 0.896 -7.626
H 3.404 2.056 -6.929
H 5.916 0.936 -5.596
H 5.604 2.624 -5.978
H 5.068 1.600 -3.486
H 4.010 2.845 -4.197
O -3.911 3.962 -1.086
S -2.966 3.791 -0.018
O -1.907 2.807 -0.114
C -2.255 5.379 0.393
C -3.192 5.940 1.457
C -3.503 4.769 2.400
C -3.849 3.556 1.527
H -2.192 5.987 -0.507
H -1.258 5.201 0.797
H -2.734 6.775 1.986
H -4.112 6.300 0.992
H -2.624 4.545 3.007
H -4.320 5.004 3.080
H -3.529 2.619 1.978
H -4.911 3.511 1.291
O -1.585 -5.062 1.176
S -0.839 -5.425 2.354
O 0.569 -5.143 2.461
C -1.691 -4.789 3.793
C -2.663 -5.899 4.176
C -1.876 -7.211 4.045
C -1.131 -7.166 2.705
H -2.175 -3.849 3.536
H -0.945 -4.626 4.570
H -3.050 -5.758 5.184
H -3.511 -5.906 3.488
H -1.159 -7.287 4.864
H -2.529 -8.081 4.100
H -0.173 -7.679 2.745
H -1.732 -7.568 1.893
```



Entry 4:
ORCA calculation (ωB97M-V/def2-TZVPD) on 2 unconnected molecules or ions with the total composition C20H34FN5O5PS.

Calculated values
HOMO energy: -0.4123 Ha
LUMO: -0.119 hartree
E: -61809.9414 eV
net charge: +1
frontier orbital gap: 7.978 eV

```
67
C20H34FN5O5PS, DFT ωB97M-V/def2-TZVPD
C 1.571 1.587 3.892
C 0.575 1.104 3.091
C 0.532 1.607 1.591
N -0.850 1.879 1.181
C -1.110 1.786 -0.261
C -0.391 2.977 -0.990
C 0.063 2.766 -2.477
C 1.178 3.753 -2.980
C 2.230 4.331 -2.159
C 3.272 5.224 -2.672
C 3.283 5.546 -4.099
C 2.235 4.967 -4.937
C 1.184 4.086 -4.412
C -0.694 0.314 -0.722
P -2.059 -0.840 -0.237
O -1.917 -2.425 -0.729
O -2.534 -0.808 1.358
S -3.645 -0.252 -1.243
N 0.761 -0.001 -0.496
C 1.247 -1.422 -0.653
C 0.891 -1.996 -2.112
C 1.013 -2.530 0.403
C 0.334 -2.208 1.787
C -0.735 -3.259 2.262
C 1.444 0.780 0.601
F 2.313 0.008 1.360
O 2.344 1.746 -0.031
N 3.645 1.681 0.500
O 4.098 2.749 0.605
H 1.975 1.014 4.759
H 2.000 2.579 3.584
H -0.137 0.350 3.499
H 1.008 2.632 1.688
H -1.567 1.465 1.771
H -2.214 1.968 -0.376
H 0.484 3.406 -0.423
H -1.129 3.831 -1.007
H -0.831 2.975 -3.135
H 0.412 1.735 -2.760
H 2.283 4.089 -1.067
H 4.029 5.636 -1.960
H 4.092 6.203 -4.489
H 2.255 5.190 -6.031
H 0.409 3.674 -5.108
H -0.831 0.347 -1.846
H -2.613 -2.979 -0.319
H -3.185 -1.537 1.466
H 1.213 0.431 -1.335
H 2.368 -1.294 -0.751
H 1.039 -3.109 -2.132
H -0.137 -1.726 -2.453
H 1.623 -1.574 -2.851
H 2.004 -3.017 0.646
H 0.431 -3.377 -0.063
H -0.035 -1.151 1.762
H 1.142 -2.224 2.576
H -0.291 -4.293 2.331
H -1.662 -3.281 1.651
H -1.052 -2.977 3.306
C -3.941 -5.551 2.690
O -3.401 -4.452 2.654
N -4.533 -6.035 3.811
N -3.993 -6.380 1.613
H -4.981 -6.931 3.864
H -4.515 -5.450 4.628
H -3.565 -6.057 0.764
H -4.430 -7.283 1.624
```



Entry 5:
ORCA calculation (ωB97M-V/def2-TZVPD) on a molecular structure, C20H34IN2O4S5SiV.

Calculated values
HOMO energy (spin up / spin down): -0.2312 / -0.2312 Ha
LUMO (spin up / spin down): -0.009 / -0.017 hartree
expectation value of S²: 2.024
E: -128312.8041 eV
multiplicity: 3
frontier orbital gap (spin up / spin down): 6.047 / 5.830 eV

```
68
C20H34IN2O4S5SiV, DFT ωB97M-V/def2-TZVPD
V 2.053 1.033 1.128
S 2.719 3.979 -1.645
S 3.109 4.425 0.285
S 1.576 3.445 1.376
S 2.444 2.346 2.920
S 4.182 -2.627 2.982
C 2.669 -3.111 2.354
C 2.037 -2.060 1.777
N 2.754 -0.882 1.833
C 3.899 -1.050 2.442
H 2.322 -4.126 2.440
H 1.069 -2.071 1.297
H 4.608 -0.251 2.605
C -0.920 2.583 -1.347
C -1.449 1.395 -2.137
C -2.969 1.418 -2.218
C -0.828 1.365 -3.524
O -1.056 0.151 -1.511
Si -0.931 -0.227 0.067
O 0.471 0.243 0.709
O -0.864 -1.865 0.169
C -1.702 -2.855 -0.451
C -1.556 -4.108 0.402
C -1.187 -3.103 -1.863
C -3.154 -2.396 -0.477
O -2.217 0.397 0.853
C -2.449 0.575 2.261
C -1.855 -0.582 3.057
C -1.830 1.900 2.689
C -3.961 0.614 2.425
H -1.202 3.514 -1.840
H 0.170 2.564 -1.291
H -1.331 2.595 -0.336
H -3.305 2.326 -2.722
H -3.402 1.389 -1.219
H -3.328 0.556 -2.783
H -1.113 2.255 -4.088
H -1.162 0.481 -4.069
H 0.261 1.345 -3.448
H -0.510 -4.415 0.438
H -2.143 -4.928 -0.014
H -1.898 -3.914 1.420
H -0.143 -3.421 -1.829
H -1.253 -2.190 -2.455
H -1.771 -3.886 -2.351
H -3.510 -2.189 0.533
H -3.779 -3.177 -0.914
H -3.270 -1.490 -1.073
H -0.770 -0.619 2.944
H -2.271 -1.533 2.721
H -2.082 -0.455 4.117
H -0.747 1.881 2.565
H -2.050 2.100 3.739
H -2.234 2.716 2.088
H -4.403 -0.326 2.090
H -4.380 1.423 1.827
H -4.231 0.775 3.470
I 7.205 2.773 -1.258
C 5.445 1.694 -1.432
C 5.078 1.097 -2.626
C 3.868 0.424 -2.688
C 3.065 0.386 -1.568
N 3.431 0.969 -0.421
C 4.600 1.609 -0.343
H 5.714 1.169 -3.497
H 3.539 -0.046 -3.603
H 2.096 -0.100 -1.575
H 4.832 2.096 0.595
```



Entry 6:
ORCA calculation (ωB97M-V/def2-TZVPD) on a molecular structure, C20H34N10PPdSb.

Calculated values
HOMO energy: -0.4961 Ha
LUMO: -0.196 hartree
E: -55487.1025 eV
net charge: +2
frontier orbital gap: 8.171 eV

```
67
C20H34N10PPdSb, DFT ωB97M-V/def2-TZVPD
Pd -0.111 -0.209 0.024
C 5.581 -1.404 -0.251
N 4.270 -1.045 -0.787
C 3.995 -0.782 -2.097
C 2.658 -0.495 -2.162
N 2.116 -0.581 -0.914
C 3.097 -0.916 -0.106
P 2.948 -1.027 1.695
C 1.448 -2.046 1.847
N 0.278 -1.837 1.254
C -0.567 -2.833 1.651
C 0.103 -3.660 2.499
N 1.368 -3.157 2.618
C 2.419 -3.762 3.434
C 2.101 0.565 1.975
N 0.955 0.950 1.423
C 0.701 2.220 1.868
C 1.704 2.604 2.703
N 2.577 1.554 2.767
C 3.802 1.553 3.566
H 6.205 -1.754 -1.067
H 5.480 -2.202 0.479
H 6.057 -0.543 0.215
H 4.756 -0.817 -2.858
H 2.065 -0.249 -3.027
H -1.584 -2.891 1.307
H -0.212 -4.545 3.025
H 2.848 -4.620 2.921
H 1.991 -4.084 4.380
H 3.199 -3.033 3.628
H -0.179 2.770 1.583
H 1.856 3.513 3.258
H 4.452 2.362 3.240
H 4.317 0.606 3.440
H 3.554 1.689 4.616
C -1.976 0.890 -3.954
C -2.630 1.406 -2.673
Sb -1.249 1.836 -1.120
C -2.656 1.919 0.528
C -3.297 3.236 0.957
C -0.593 3.800 -1.660
C -1.593 4.920 -1.401
H -2.730 0.674 -4.711
H -1.412 -0.026 -3.770
H -1.292 1.625 -4.381
H -3.322 0.675 -2.256
H -3.176 2.335 -2.849
H -2.141 1.449 1.364
H -3.420 1.213 0.195
H -2.558 3.967 1.279
H -3.968 3.064 1.800
H -3.887 3.685 0.159
H -0.400 3.693 -2.729
H 0.366 3.980 -1.175
H -2.594 4.680 -1.758
H -1.266 5.811 -1.940
H -1.656 5.180 -0.349
N -4.814 -2.720 -1.179
C -3.957 -3.427 -1.931
N -4.407 -4.489 -2.595
N -2.675 -3.129 -2.064
C -2.087 -2.151 -1.468
N -1.464 -1.295 -0.994
H -5.783 -2.973 -1.096
H -4.489 -1.926 -0.657
H -5.367 -4.781 -2.562
H -3.758 -5.013 -3.158
```



Entry 7:
ORCA calculation (ωB97M-V/def2-TZVPD) on a molecular structure, C20H34N2O3.

Calculated values
HOMO energy: -0.2942 Ha
LUMO: 0.025 hartree
E: -30395.9900 eV
frontier orbital gap: 8.695 eV

```
59
C20H34N2O3, DFT ωB97M-V/def2-TZVPD
C 3.276 -4.053 5.750
O 2.659 -2.869 5.238
C 1.404 -3.019 4.487
C 1.031 -1.697 4.132
C -0.213 -1.938 3.320
C -0.656 -0.373 3.071
N 0.435 0.352 2.286
C -0.123 0.451 0.940
O -1.229 0.292 0.539
C 1.056 1.167 0.016
C 0.287 1.782 -1.058
N -0.112 0.634 -2.035
C 0.514 -0.653 -2.321
O -0.029 -1.256 -3.010
C 1.331 -1.113 -1.129
C 2.166 0.207 -0.277
H 2.940 0.639 -1.108
H 2.703 -0.233 0.524
H 0.592 -1.570 -0.454
H 2.079 -1.576 -1.477
C -1.062 1.055 -3.094
C -2.333 1.692 -2.220
C -3.659 1.182 -3.103
H -3.426 0.192 -3.285
C -4.076 1.700 -4.448
H -4.190 2.940 -4.278
C -2.516 1.907 -5.538
H -2.448 0.951 -5.583
C -1.447 2.926 -4.889
C -0.446 2.271 -4.105
H -0.097 2.969 -3.489
H 0.246 1.573 -4.720
H -1.069 3.313 -5.840
H -1.884 3.654 -4.487
H -2.977 2.296 -6.397
H -4.878 1.513 -4.899
H -4.534 1.069 -2.599
H -2.312 2.906 -2.189
H -2.390 1.128 -1.379
H -1.293 0.303 -3.484
H 1.290 2.534 -1.749
H -0.347 2.564 -0.735
H 1.594 1.971 0.688
C 1.645 0.392 2.895
H 2.178 0.851 2.394
C 2.037 -0.918 3.154
H 3.060 -0.788 3.751
H 2.326 -1.494 2.254
H 1.194 0.943 3.811
H -1.682 -0.429 2.626
H -1.010 0.209 3.931
H -1.125 -2.265 4.089
H -0.348 -2.401 2.418
H 0.981 -1.020 5.058
H 0.834 -3.483 5.051
H 1.754 -3.436 3.746
H 3.601 -4.835 4.874
H 4.188 -3.896 6.451
H 2.471 -4.682 6.401
```